Computed, not measured: C26H52O38S9 as an isolated structure, with ωB97M-V with the def2-TZVPD basis set.

```
125
Properties=species:S:1:pos:R:3:forces:R:3:mulliken_charge:R:1
H 9.796 3.455 5.327 -0.255 -0.072 0.046 0.295
C -5.290 -4.852 11.918 -1.248 0.004 0.702 -0.260
O -2.956 -3.169 9.579 -1.292 -3.051 1.508 -0.523
H 10.174 -0.950 -2.094 -0.350 0.517 -0.247 0.255
C 9.030 3.233 6.070 -1.750 0.954 0.613 -0.325
O 8.610 -4.550 -0.125 0.493 2.495 -2.034 -0.520
S 3.559 0.619 -7.796 -0.686 -2.252 -0.316 1.050
O 7.847 2.366 8.794 0.092 -0.862 0.134 -0.509
O -0.987 -6.690 3.334 0.113 -0.233 -0.968 -0.386
C 7.749 2.497 5.547 2.017 -0.481 0.208 -0.209
O -5.610 -4.396 -8.027 0.830 0.358 -0.192 -0.359
C -1.470 -7.998 1.375 -0.773 0.142 -0.798 -0.698
H 1.918 -1.987 1.765 -0.115 -0.272 0.751 0.224
O -6.959 -3.173 3.623 -1.822 -1.035 -0.219 -0.325
C 1.848 -0.923 1.989 -0.060 -1.510 -1.313 -0.173
H -5.319 -1.949 3.492 -0.248 -0.152 -0.567 0.260
H -6.349 -4.312 -10.025 -0.331 0.169 0.352 0.229
O -8.928 2.625 -2.058 1.086 -0.053 -2.778 -0.506
O -7.573 3.995 -3.699 -1.825 0.626 0.543 -0.321
S 0.139 -0.001 0.314 -1.608 -0.957 -1.288 1.059
C 0.268 6.994 -6.075 -1.499 -0.049 0.910 -0.493
H 0.900 6.114 -5.954 0.181 0.239 0.231 0.249
H -0.629 6.621 -6.569 -0.041 0.177 -0.224 0.244
H 5.468 2.730 -9.815 -0.166 -0.488 -0.136 0.290
O 2.583 6.581 6.005 -1.476 0.733 -2.607 -0.511
H -0.125 -1.272 3.085 0.352 -0.854 -0.859 0.284
C -1.933 -6.781 2.236 0.412 -1.534 0.284 -0.366
O 0.574 7.871 5.208 2.344 -1.861 -0.951 -0.519
O -4.126 -4.172 11.638 4.476 -0.584 -0.487 -0.298
C 0.039 -7.662 3.021 -0.314 0.651 0.800 -0.460
C -6.345 3.851 -4.463 -2.346 -0.540 -0.796 -0.254
O 2.408 1.072 -6.984 3.437 -0.398 -2.106 -0.491
C -6.004 -2.359 4.235 1.235 1.474 -1.177 -0.277
O -8.903 1.967 -4.561 1.398 1.646 3.045 -0.534
C 4.984 2.444 -8.881 1.788 -0.582 0.850 -0.318
O -0.739 -1.130 -0.155 3.199 2.817 1.967 -0.529
C -5.959 2.354 -4.241 0.465 1.810 -0.840 -0.265
H -7.154 -0.367 4.182 0.486 -0.216 -0.407 0.281
O 9.613 -2.824 -1.842 0.766 -2.737 0.777 -0.311
C 9.300 -1.548 -2.353 0.232 0.134 0.694 -0.203
H -5.331 -2.973 4.833 -0.521 0.312 1.005 0.302
H -6.769 4.000 -5.456 1.140 0.302 -0.423 0.237
H -6.195 1.711 -5.088 0.275 0.191 -0.128 0.295
C 2.135 7.598 2.534 -0.721 0.165 -2.929 -0.278
H 8.129 -0.282 -0.994 0.341 -0.501 0.764 0.249
C -5.007 -5.921 -9.732 -0.042 0.647 -0.059 -0.356
H 0.679 8.368 -7.787 -0.148 0.335 0.350 0.407
H -6.741 -5.111 10.238 -0.297 0.067 0.387 0.240
S -8.282 2.581 -3.361 1.053 -0.287 -0.600 1.108
H 2.003 9.724 -5.422 0.117 0.201 -0.956 0.258
H -1.885 -7.925 0.369 0.338 0.365 -0.260 0.347
O -3.702 -4.809 -6.311 -0.648 0.044 -5.186 -0.487
H -1.818 -8.989 1.665 -0.209 0.195 0.804 0.293
H 1.321 8.305 2.373 -0.050 0.089 -0.289 0.280
O 2.664 7.806 3.756 0.652 -0.222 4.202 -0.313
H 6.891 3.165 5.471 0.111 -0.262 -0.194 0.264
C -6.162 -5.057 -9.252 1.282 1.062 1.147 -0.189
O 0.139 1.172 -0.539 0.324 -1.606 1.795 -0.516
H 0.606 6.061 1.964 -0.095 0.555 0.071 0.239
O 3.542 -0.798 -8.241 0.211 3.809 1.096 -0.516
H 7.221 -0.921 -2.266 0.063 -0.182 -0.256 0.295
O -8.751 -4.325 5.103 0.929 2.992 -0.915 -0.500
S 1.758 7.057 4.900 -0.579 0.267 0.387 1.062
H -0.298 -8.574 3.513 0.308 -0.430 -0.015 0.266
S -3.940 -4.652 -7.788 -2.139 0.732 0.470 1.082
H 0.305 -7.033 0.919 0.835 -0.145 0.180 0.253
H 1.991 7.812 -6.713 0.262 0.268 -0.869 0.142
H -7.069 -5.592 -8.967 0.230 0.090 0.175 0.294
H 6.512 0.819 -8.472 -0.735 -0.464 -0.715 0.299
H 8.656 4.115 6.590 0.379 0.564 -0.368 0.270
O 1.695 -0.355 0.710 -1.165 0.803 -2.565 -0.307
O 9.421 -2.353 0.694 -0.665 -1.814 -3.419 -0.553
H -6.311 -0.805 5.722 -0.024 0.293 -0.176 0.255
H 9.147 -1.609 -3.430 0.115 -0.197 0.144 0.248
O -0.183 0.365 1.872 0.266 -0.096 -0.882 -0.315
O -9.423 -2.634 3.336 2.792 -1.072 3.286 -0.524
C 1.569 6.161 2.465 0.057 -0.021 -0.099 -0.199
S -8.445 -3.090 4.377 -0.666 -0.222 -3.100 1.078
H -1.175 8.074 -4.853 -0.190 0.290 -0.359 0.282
O 9.585 2.436 7.063 0.769 -2.315 1.391 -0.338
H -5.391 -6.870 -10.107 0.583 -0.146 0.240 0.305
H 2.174 5.372 2.020 0.567 0.341 0.089 0.253
O 7.545 -2.337 -0.918 0.767 -0.916 0.593 -0.310
C 0.955 8.150 -6.756 2.027 0.698 1.274 -0.380
C 5.926 1.565 -7.936 0.309 1.493 -2.481 -0.320
H 0.308 10.133 -5.770 -0.158 0.014 -0.374 0.262
O -6.756 2.018 -3.164 -1.145 -2.385 1.707 -0.317
H 4.584 3.366 -8.459 0.147 -0.126 0.542 0.270
C 0.022 -7.896 1.522 -0.112 -0.001 0.912 -0.434
C 0.578 -0.527 2.711 -0.808 0.341 2.125 -0.265
H -1.870 -5.852 1.670 -0.362 -0.038 -0.062 0.281
H 0.621 -8.802 1.424 -0.091 0.068 -0.956 0.306
O -7.905 -1.882 5.289 -3.542 -1.211 1.696 -0.305
O -4.160 -6.090 -8.608 1.933 -0.008 1.417 -0.324
H -0.259 7.008 -3.874 0.210 -0.352 -0.150 0.315
H -2.929 -7.032 2.603 -0.091 0.665 0.187 0.280
S 8.876 -3.154 -0.447 -0.146 1.415 4.146 1.092
H 6.789 2.089 -7.524 -0.885 0.590 1.267 0.342
O 1.407 5.833 3.827 -0.283 0.195 2.647 -0.299
O 5.000 0.978 -7.093 -1.388 -0.806 1.944 -0.297
O 0.746 8.672 -4.399 -0.453 -0.751 -1.002 -0.372
H -6.798 -3.427 11.033 -1.148 -0.993 1.014 0.261
O -5.375 -3.613 9.932 2.164 -1.016 -2.297 -0.334
H -5.140 -5.932 11.921 -0.146 -0.004 -0.106 0.270
H -4.435 -5.377 -10.484 -0.105 -0.241 -0.264 0.306
H 0.990 -7.379 3.472 -0.054 0.318 -0.116 0.318
H 8.092 1.987 4.647 -0.878 0.123 -0.361 0.264
O 9.011 0.204 8.179 -0.854 1.838 -0.613 -0.497
H 2.840 -0.605 2.309 -0.462 0.370 0.644 0.260
H 2.977 7.819 1.879 -0.419 -0.255 -0.543 0.286
C -6.808 -1.175 4.825 1.387 -1.180 0.592 -0.246
H 0.812 -0.071 3.673 0.084 0.964 -0.347 0.278
S -3.824 -4.262 10.038 -2.731 4.584 -0.864 1.092
O 7.512 1.455 6.489 0.105 -0.957 1.591 -0.327
S 8.473 1.498 7.850 0.261 1.469 -2.438 1.112
H -5.680 4.637 -4.106 0.062 -0.360 -0.126 0.268
H -4.895 2.408 -4.010 -0.156 -0.961 0.400 0.290
H -5.505 -4.492 12.925 -0.570 -0.321 -0.077 0.266
C 1.017 9.315 -5.643 -0.026 -0.409 0.058 -0.489
C -0.175 7.652 -4.750 -0.278 -0.670 1.117 -0.426
O -3.179 -3.663 -8.585 -1.597 -2.706 1.899 -0.502
O 3.951 1.521 -9.106 -2.021 -0.763 0.048 -0.308
C 8.031 -1.191 -1.588 -1.632 1.788 -1.163 -0.240
C -6.235 -4.334 10.810 0.071 1.049 -0.684 -0.215
O -3.854 -5.567 9.462 0.715 0.276 0.877 -0.500
```
Positions in Å, forces in eV/Å.

Properties
HOMO-LUMO gap: 9.318 eV
2S+1: 1
energy relative to the best compared isomer or geometry (same formula, charge and spin): 216.49 kJ/mol